Record 1
{
  "formula": "C28H35N5P2STc",
  "method": "ωB97M-V with the def2-TZVPD basis set",
  "elements": ["Tc", "S", "P", "P", "N", "N", "N", "N", "N", "C", "C", "C", "C", "C", "C", "C", "C", "C", "C", "C", "C", "C", "C", "C", "C", "C", "C", "C", "C", "C", "C", "C", "C", "C", "C", "C", "C", "H", "H", "H", "H", "H", "H", "H", "H", "H", "H", "H", "H", "H", "H", "H", "H", "H", "H", "H", "H", "H", "H", "H", "H", "H", "H", "H", "H", "H", "H", "H", "H", "H", "H", "H"],
  "coordinates": [[-2.69457, 2.06753, 3.26422], [-4.30947, 2.38459, 7.64086], [-0.22040, -0.27969, -2.62749], [2.36380, 0.77158, -0.72617], [2.77130, -0.68212, 0.21434], [4.01294, 1.45448, -0.65981], [-3.44735, 2.40677, 4.99503], [-1.11278, -1.73938, -2.92432], [-0.27919, 0.22807, -4.43506], [-2.59408, -3.39644, -2.47563], [2.59453, -0.05410, -2.39158], [-0.34668, 0.49579, 2.63505], [-1.33414, 0.29352, 1.46949], [-1.83012, -3.77311, -3.62562], [-0.65946, 1.55921, -6.24976], [5.27331, 0.83838, -0.67444], [3.48150, -2.70918, 0.94040], [2.02925, -1.03872, 1.33992], [-0.91284, -2.76181, -3.85921], [-2.77078, 0.56992, 1.78958], [0.20651, -0.42119, -5.56910], [-2.14508, -2.15134, -2.06130], [-1.44109, 0.78805, 4.92499], [-4.64478, 2.66296, 2.74779], [5.57595, 3.04713, -1.10927], [-2.01854, -0.57129, 5.02469], [-0.77124, 1.46790, -4.85774], [-3.41895, 0.10798, 2.97353], [3.62651, -1.74558, -0.04789], [-0.76739, 1.33383, 3.81109], [6.24750, 1.79229, -0.94028], [-2.86160, -1.02529, 3.80213], [-0.05686, 0.34516, -6.70315], [1.47295, -1.03474, -2.77188], [4.21744, 2.81738, -0.94545], [2.44982, -2.26480, 1.81971], [-3.86257, 2.39063, 6.12434], [-1.14092, 2.18069, -4.13657], [5.40070, -0.21287, -0.49184], [0.17154, 0.05279, -7.71834], [-1.92833, -4.67219, -4.21531], [-4.58026, 3.53769, 2.07162], [-0.00772, 2.09533, 4.03852], [-4.51936, 0.08077, 2.96119], [-2.44081, -1.51395, -1.24077], [-2.66474, -0.61189, 5.92497], [4.25418, -1.73599, -0.92332], [-1.01216, 0.93307, 0.62965], [-1.22819, -1.31993, 5.21295], [0.51202, 1.04368, 2.21686], [-1.22024, -0.72782, 1.07108], [-2.29285, -1.76263, 3.21984], [-3.71777, -1.56913, 4.22034], [4.04388, -3.62513, 1.01658], [-3.38869, 0.83519, 0.93404], [7.30966, 1.60368, -1.01278], [-5.29622, 1.91289, 2.25637], [2.04595, -2.78006, 2.68777], [3.37207, 3.48617, -1.00483], [2.68973, 0.77942, -3.11341], [-0.95226, 2.39025, -6.87459], [6.05130, 3.99477, -1.32940], [-1.23084, 1.24825, 5.89912], [-0.14265, -2.71373, -4.60526], [1.25606, -0.38553, 1.65858], [1.67546, -1.38204, -3.79484], [0.74091, -1.35679, -5.51627], [1.43529, -1.92402, -2.11896], [-5.19437, 3.01985, 3.64927], [-3.36866, -3.99197, -2.01454], [-0.00751, -0.48836, 2.99405], [3.55242, -0.59478, -2.41380]],
  "forces_ev_per_a": [[-2.7273, 2.4886, 0.5205], [0.2549, 0.0505, -1.1620], [0.1054, -1.8490, -2.4540], [3.4423, -1.5937, 0.2609], [-1.1727, -0.2801, 0.1208], [-0.4259, 0.8289, -0.2883], [0.4269, 0.0321, 0.3525], [-0.3660, -0.0936, 0.7835], [0.0955, 1.4181, 0.1371], [0.4719, 0.8539, 0.1030], [-0.1962, 0.2126, -0.0295], [0.3034, -0.2146, -0.3984], [0.4635, -0.0721, -0.6456], [0.6415, 1.1163, 0.2648], [1.0184, -1.7737, -1.8400], [0.3671, 0.8289, -0.3360], [-0.2158, 0.8285, -0.6590], [0.6664, -0.6443, -0.2446], [-0.8121, -0.4585, 0.4459], [-0.9163, -0.3334, 0.3353], [-0.4757, 0.4675, 1.3392], [0.0280, -0.8723, -0.7954], [2.8505, 0.2188, -0.6270], [-1.3069, 0.2739, -0.3357], [-0.8025, -0.4695, 0.0616], [-1.1982, -0.5035, 0.1836], [0.6817, -1.9864, 0.9018], [-0.4547, -1.2680, -1.1170], [-0.1446, -0.4619, 0.5044], [1.4217, -1.6429, 2.4334], [-1.4016, -0.3592, 0.1540], [0.2591, -0.2638, 1.1062], [-1.0906, 2.3788, 0.0692], [0.0917, 0.4801, 0.2137], [0.9521, -0.4422, 0.0204], [-0.2088, 0.7425, -0.3973], [-0.2920, -0.3075, 1.0089], [-0.0706, -0.0029, -0.0304], [-0.0202, 0.1724, 0.1132], [-0.0090, 0.1357, 0.0890], [0.0114, 0.0529, 0.1040], [0.2369, -0.2062, 0.0032], [-0.7402, 0.2409, 0.1411], [0.6556, 0.3512, -0.0663], [-0.0703, -0.0813, -0.0919], [0.3933, 0.1052, -0.4073], [0.0523, -0.1829, 0.2174], [-0.2582, -0.0728, 0.2420], [0.0396, 0.4717, -0.0037], [-0.2629, -0.3604, 0.3227], [-0.1217, 0.0818, 0.1479], [-0.1472, 0.4104, -0.2272], [0.2356, 0.0200, -0.2411], [0.0025, 0.0188, -0.0637], [-0.1270, 0.2374, 0.2025], [-0.1554, 0.0250, 0.0933], [0.4509, 0.4046, 0.0981], [0.2033, 0.1425, -0.2655], [0.0817, 0.0405, 0.0602], [-0.1212, -0.3480, 0.1314], [-0.0436, -0.0356, 0.1326], [-0.1952, -0.1274, 0.0717], [-0.4864, 0.2885, -0.5153], [-0.0618, -0.1293, 0.1087], [0.2380, -0.0799, 0.0118], [-0.2411, -0.1070, 0.4391], [-0.1048, 0.1919, -0.0495], [0.1930, 0.3391, -0.0753], [0.4402, -0.2970, -0.7723], [0.0382, 0.1771, -0.0137], [-0.0870, 0.3992, 0.0287], [-0.2822, 0.3942, 0.0737]],
  "homo_energy_ev": [-12.3, -12.3],
  "multiplicity": 4,
  "total_charge": 2,
  "orbital_gap_ha": [0.176, 0.121],
  "s2": 3.804,
  "de_lowest_kj_mol": 0.0
}

---

Record 2
{
  "formula": "C28H35N8SV",
  "method": "ωB97M-V with the def2-TZVPD basis set",
  "elements": ["V", "S", "N", "N", "N", "N", "N", "N", "N", "N", "C", "C", "C", "C", "C", "C", "C", "C", "C", "C", "C", "C", "C", "C", "C", "C", "C", "C", "C", "C", "C", "C", "C", "C", "C", "C", "C", "C", "H", "H", "H", "H", "H", "H", "H", "H", "H", "H", "H", "H", "H", "H", "H", "H", "H", "H", "H", "H", "H", "H", "H", "H", "H", "H", "H", "H", "H", "H", "H", "H", "H", "H", "H"],
  "coordinates": [[-0.70307, 0.18874, -0.28864], [-0.78975, -2.74918, 3.58588], [-0.77366, -1.71709, -1.44680], [1.25075, -3.31349, 0.46317], [2.07175, 0.56579, 1.62207], [-0.70957, -1.08231, 1.34886], [-2.94137, -0.18969, -0.38337], [-0.47115, 1.93581, 0.97229], [1.26581, 0.19702, -1.34797], [-1.32570, 2.10960, -1.65304], [1.03162, 0.36706, 3.77393], [2.18540, -4.37120, 0.33009], [-0.76855, -1.76483, 2.30263], [-3.12544, -0.98537, -1.61784], [2.92571, -0.39839, 1.96961], [0.04630, -1.54508, -2.64503], [2.88142, -6.62080, 0.83090], [-3.14226, 3.52409, -0.96867], [-3.62234, 3.55487, -2.27031], [-1.97083, 2.82703, -0.71035], [-0.94656, 1.56712, -4.01099], [-1.74744, 2.21087, -2.91904], [-1.33620, 2.90365, 0.63809], [-2.15859, -2.15995, -1.62960], [-2.89438, 2.92733, -3.25921], [1.98945, -5.57440, 1.00195], [4.18426, -5.28298, -0.66514], [3.98444, -6.48197, 0.00107], [1.14458, 0.93419, 2.51593], [-0.00853, 3.07829, 3.00964], [4.00094, -0.78326, 0.99114], [-0.90884, 4.06936, 2.67592], [0.19441, 2.01616, 2.13201], [3.28849, -4.23636, -0.51028], [1.40137, -0.97978, -2.23127], [-1.58197, 3.98892, 1.46634], [1.89446, -0.66580, 4.11263], [2.85523, -1.04899, 3.20144], [1.99502, 0.24380, -0.64087], [-0.74590, 2.29834, -4.79434], [5.03970, -5.16055, -1.31730], [2.71521, -7.55023, 1.36009], [1.80067, -1.16594, 5.06651], [-4.53531, 4.08479, -2.50709], [-4.14824, -1.35900, -1.71550], [-3.20164, -0.74127, 0.43037], [3.55238, -1.84548, 3.42660], [1.93078, -1.74971, -1.67328], [3.92972, -0.20051, 0.07340], [0.24548, 0.67428, 4.44961], [0.62758, -3.47311, 1.24809], [0.00402, 1.19686, -3.63958], [1.99857, -0.75558, -3.11785], [1.13765, -5.68227, 1.66400], [1.70448, -2.42230, 0.62820], [4.98782, -0.59866, 1.41747], [-3.20158, 2.97637, -4.29515], [0.20374, -2.49217, -3.17491], [-0.28382, -2.37357, -0.83095], [-2.93699, -0.32068, -2.46524], [0.55697, 3.11578, 3.92959], [1.32116, 1.06632, -1.86646], [3.44598, -3.30871, -1.04918], [4.68106, -7.29954, -0.12454], [-2.25625, 4.77514, 1.16470], [-3.67300, 4.02817, -0.17570], [-2.28562, -2.74133, -2.54807], [3.95456, -1.84812, 0.74986], [-0.46949, -0.87151, -3.32902], [-1.49220, 0.74432, -4.47685], [-3.56540, 0.61019, -0.40847], [-1.07454, 4.90857, 3.33779], [-2.40232, -2.82115, -0.79513]],
  "forces_ev_per_a": [[0.0117, -0.1964, -0.3804], [-0.0838, -0.0254, -0.0546], [0.1749, 0.2507, 0.2528], [-0.0098, -0.0305, -0.0076], [-0.0386, -0.0045, -0.0234], [0.0023, 0.0574, 0.0807], [0.0952, 0.0264, -0.0328], [-0.0665, -0.1055, -0.0698], [-0.1348, 0.0520, 0.1511], [-0.0523, -0.0255, 0.1598], [0.0517, 0.0048, -0.0281], [0.0174, -0.0073, -0.0400], [0.0182, -0.0912, -0.0605], [-0.0376, -0.0457, -0.0344], [0.0054, 0.0023, 0.0143], [-0.0503, -0.0667, -0.1192], [-0.0130, -0.0275, 0.0211], [0.0776, -0.0948, -0.1229], [0.0203, -0.0250, 0.0054], [-0.0890, 0.1404, 0.1643], [0.0214, -0.0203, -0.0057], [-0.0750, -0.0176, -0.0323], [0.0393, 0.2518, 0.0372], [-0.0670, -0.0638, -0.0107], [0.0019, 0.0047, 0.0213], [-0.0309, 0.0396, -0.0321], [0.0218, 0.0130, -0.0279], [0.0236, -0.0411, 0.0023], [0.0468, -0.0571, 0.0042], [0.0153, -0.0553, -0.0692], [0.0001, 0.0155, -0.0468], [-0.0450, 0.0070, -0.0396], [-0.0549, 0.0269, 0.0666], [-0.0424, 0.0137, 0.0408], [0.1138, -0.0307, -0.0334], [0.0941, -0.0499, 0.0609], [0.0137, 0.0607, -0.0080], [-0.0038, 0.0295, 0.0181], [-0.0257, 0.0069, 0.0354], [0.0001, 0.0015, 0.0009], [-0.0040, -0.0021, 0.0037], [0.0054, 0.0013, -0.0038], [0.0058, 0.0017, -0.0112], [0.0002, -0.0002, -0.0011], [0.0084, 0.0145, -0.0237], [0.0518, -0.0136, 0.0235], [-0.0060, -0.0068, -0.0008], [0.0127, -0.0407, 0.0102], [-0.0114, 0.0033, 0.0044], [0.0015, 0.0165, -0.0006], [0.0026, 0.0021, 0.0388], [0.0011, 0.0076, -0.0026], [-0.0070, -0.0207, 0.0002], [0.0031, -0.0009, -0.0010], [-0.0264, 0.0133, 0.0260], [-0.0017, -0.0088, 0.0127], [0.0026, 0.0022, -0.0011], [-0.0041, 0.0194, 0.0052], [-0.0215, 0.0328, 0.0032], [0.0235, -0.0260, -0.0056], [-0.0074, 0.0204, 0.0032], [-0.0020, 0.0085, -0.0141], [0.0032, 0.0042, -0.0133], [-0.0042, 0.0029, 0.0023], [0.0046, 0.0141, 0.0014], [0.0090, 0.0138, 0.0040], [-0.0053, 0.0176, 0.0038], [0.0263, 0.0235, 0.0143], [0.0072, -0.0300, 0.0113], [-0.0035, 0.0010, 0.0071], [-0.0112, 0.0088, 0.0534], [0.0053, 0.0037, 0.0006], [-0.0046, -0.0063, -0.0084]],
  "homo_energy_ev": [-9.7, -10.2],
  "multiplicity": 4,
  "total_charge": 1,
  "orbital_gap_ha": [0.243, 0.258],
  "s2": 3.759,
  "de_lowest_kj_mol": 6.6
}

---

Record 3
{
  "formula": "C28H36As2SiV",
  "method": "ωB97M-V with the def2-TZVPD basis set",
  "elements": ["As", "As", "V", "Si", "C", "C", "C", "C", "C", "C", "C", "C", "C", "C", "C", "C", "C", "C", "C", "C", "C", "C", "C", "C", "C", "C", "C", "C", "C", "C", "C", "C", "H", "H", "H", "H", "H", "H", "H", "H", "H", "H", "H", "H", "H", "H", "H", "H", "H", "H", "H", "H", "H", "H", "H", "H", "H", "H", "H", "H", "H", "H", "H", "H", "H", "H", "H", "H"],
  "coordinates": [[-1.64377, -0.77804, 1.38286], [1.49285, -0.44006, 2.15558], [0.05620, 0.80246, 0.71001], [0.17811, -0.32666, -1.45602], [-1.17911, 2.62804, 0.43778], [3.56662, -1.51003, -3.58143], [2.19246, -2.22504, 1.75467], [-3.53089, -0.29984, 1.43432], [-0.91497, 2.45256, 1.83217], [2.63042, 0.84614, -2.39789], [-1.59967, -2.71777, 1.06556], [0.20416, -0.74744, 3.66604], [0.49733, 2.55670, 2.03273], [0.61230, -0.76789, 4.99130], [2.36970, -1.52107, -2.85658], [1.87789, -0.33833, -2.28727], [0.07421, 2.82234, -0.22322], [3.83200, 0.85124, -3.11156], [-0.49513, 1.37670, -3.69739], [2.98105, 0.37911, 3.11116], [-2.30901, 1.02025, -2.15024], [-1.71020, -0.96242, 5.66291], [-0.96173, 0.80791, -2.50210], [-3.15010, 1.81262, -2.93993], [-1.06225, -1.97016, -3.87704], [-1.33763, 2.13978, -4.51306], [-0.35761, -0.87083, 5.99669], [4.29162, -0.32190, -3.70721], [1.11023, 2.77590, 0.75567], [-2.11757, -0.97068, 4.31880], [-2.65875, 2.37518, -4.12344], [-1.15753, -0.83757, 3.32208], [5.22611, -0.32004, -4.26355], [-4.19232, 1.96483, -2.64067], [-0.59127, -2.61057, -3.10298], [-2.16046, 2.65575, -0.03692], [3.93302, -2.43738, -4.02523], [1.66458, -0.72260, 5.25369], [-1.86433, -1.38378, -3.42206], [-2.55573, -3.12327, 1.41540], [0.99503, 2.56146, 3.00008], [-1.49822, -2.89014, -0.00874], [3.29478, -0.30367, 3.90160], [2.29185, 1.76783, -1.91914], [1.81314, -2.45659, -2.73940], [-2.72220, 0.56094, -1.24359], [-3.64852, 0.71023, 1.84016], [-3.17503, -1.05466, 4.05521], [0.20139, 3.08273, -1.27601], [-2.45604, -1.03818, 6.45584], [-0.30650, -1.30671, -4.31571], [-1.49368, -2.58049, -4.68862], [2.65828, 1.33302, 3.52477], [2.39980, -2.72450, 2.71023], [3.78533, 0.53448, 2.38913], [-3.31323, 2.98149, -4.74805], [3.11879, -2.08302, 1.18182], [-4.05563, -1.02873, 2.06009], [-0.95812, 2.52876, -5.46059], [0.52987, 1.19765, -4.02531], [-0.04302, -0.86858, 7.03477], [1.45785, -2.78170, 1.16481], [4.41230, 1.77238, -3.17818], [-0.35847, -1.70682, -1.29463], [-1.67521, 2.33478, 2.60289], [2.18128, 2.90587, 0.56646], [-0.76732, -3.16630, 1.61868], [-3.90928, -0.34566, 0.40779]],
  "forces_ev_per_a": [[-0.9621, -1.3491, 2.0728], [0.7055, -1.3896, 2.7454], [0.4688, 0.2186, -1.2994], [0.0157, 0.6082, -2.0290], [0.3292, 0.2688, 0.3448], [-0.1725, 0.0584, 0.2298], [0.0242, 0.2956, -0.1890], [0.1427, -0.0738, -0.2838], [0.1754, 0.8015, -0.0719], [0.2822, -0.2711, -0.1153], [-0.1799, 0.2775, -0.4653], [0.0943, 0.3035, -1.0828], [-0.3898, 0.6606, -0.1176], [-0.3472, -0.1691, 0.1313], [0.1902, -0.0391, -0.0736], [-0.1228, 0.0692, 0.6574], [-0.0237, 0.6031, -0.1868], [-0.2211, 0.0935, 0.2621], [-0.0472, 0.0708, -0.0030], [-0.1354, -0.0306, -0.5278], [0.0475, 0.2221, -0.1697], [-0.0057, -0.1110, -0.1130], [-0.3129, -0.2460, 0.1635], [0.1772, -0.1826, 0.0663], [-0.0330, -0.5908, -0.2639], [-0.0518, -0.1080, 0.2641], [-0.0414, 0.0310, -0.3673], [-0.1190, -0.2091, -0.0034], [-0.3455, 0.2148, 0.3833], [0.1141, 0.1405, 0.2290], [0.0576, -0.1098, 0.0836], [0.1208, 0.2068, -0.3496], [-0.1780, 0.0234, 0.1039], [0.4055, -0.0261, -0.1691], [-0.3688, 0.1774, -0.7321], [0.4045, -0.1418, 0.1660], [-0.0838, 0.3322, 0.0882], [-0.1679, 0.0633, 0.0477], [0.1541, -0.1178, -0.1606], [0.2576, 0.0806, 0.0084], [-0.1439, -0.1710, -0.3375], [-0.0280, -0.1577, 0.2247], [0.0723, 0.1053, -0.1415], [0.0186, -0.1882, -0.2086], [0.2106, 0.3230, -0.1334], [0.1325, 0.1178, -0.3149], [0.0329, -0.2289, -0.1091], [0.3453, 0.0357, 0.2706], [-0.0836, -0.3618, 0.3755], [0.2112, 0.0098, -0.2601], [-0.2272, -0.1541, 0.1641], [0.2746, 0.1169, 0.4479], [0.1251, -0.1262, 0.0479], [-0.0892, 0.1528, -0.3084], [0.0403, 0.0001, 0.2163], [0.1550, -0.1607, 0.1386], [-0.2805, -0.1814, 0.1161], [0.0760, 0.1628, -0.1989], [-0.1531, -0.0547, 0.3471], [-0.2553, 0.0458, 0.0892], [-0.1100, -0.0299, -0.0913], [0.2668, 0.0435, 0.1247], [-0.1449, -0.2772, -0.0612], [0.2077, 0.2995, 0.2207], [0.3115, -0.0746, -0.1596], [-0.4958, -0.1321, 0.1163], [-0.2378, 0.2028, -0.1328], [-0.0883, 0.0264, 0.2840]],
  "homo_energy_ev": [-13.9, -14.0],
  "multiplicity": 2,
  "total_charge": 2,
  "orbital_gap_ha": [0.212, 0.228],
  "s2": 0.804
}